The following is a quantum chemistry calculation of a 3-piece molecular cluster, C23H42N3O10P3 overall, from the Open Molecules 2025 dataset.

Structure (ORCA input):
```
! wB97M-V def2-TZVPD RIJCOSX def2/J DEFGRID3
* xyz 0 1
C -8.933 3.189 2.672
C -9.946 3.885 1.753
C -11.221 4.362 2.436
N -9.806 4.048 0.494
C -8.447 3.875 0.080
C -7.547 4.932 0.263
C -6.221 4.751 -0.111
C -5.797 3.552 -0.699
P -4.018 3.448 -1.143
N -3.269 2.817 0.102
C -6.695 2.494 -0.904
C -8.028 2.682 -0.481
C -8.789 1.397 -0.760
O -9.896 1.085 -0.411
N -7.885 0.601 -1.501
C -6.553 1.080 -1.525
O -5.624 0.475 -1.979
H -8.039 3.806 2.846
H -9.385 3.030 3.663
H -8.673 2.213 2.240
H -11.856 4.935 1.751
H -10.901 4.997 3.282
H -11.763 3.516 2.888
H -7.888 5.867 0.706
H -5.535 5.586 0.050
H -3.537 4.771 -1.349
H -3.838 2.663 -2.309
H -2.581 3.476 0.457
H -7.995 -0.358 -1.175
O 0.386 -0.076 -1.072
P 0.197 -1.228 -0.135
O 0.702 -2.493 -1.064
C 2.101 -2.625 -1.318
C 2.872 -3.040 -0.079
O -1.431 -1.368 -0.268
C -2.254 -0.354 -0.849
C -2.511 -0.643 -2.309
O 0.176 -2.130 1.246
C -0.931 -2.902 1.721
C -1.215 -4.123 0.876
H 2.493 -1.686 -1.720
H 2.211 -3.387 -2.091
H 2.850 -2.253 0.680
H 3.917 -3.244 -0.325
H 2.434 -3.932 0.370
H -1.820 0.633 -0.713
H -3.208 -0.358 -0.319
H -1.591 -0.770 -2.881
H -3.096 0.157 -2.763
H -3.064 -1.580 -2.409
H -1.814 -2.278 1.848
H -0.650 -3.230 2.725
H -1.537 -3.858 -0.129
H -2.007 -4.716 1.338
H -0.321 -4.741 0.779
O 7.054 -2.936 -0.467
P 8.346 -2.401 0.066
O 7.883 -0.925 0.634
C 7.105 -0.877 1.830
C 7.915 -1.255 3.057
O 9.018 -1.963 -1.369
C 8.512 -2.403 -2.626
C 7.564 -1.374 -3.208
O 9.818 -2.331 0.799
C 11.005 -1.754 0.242
C 10.947 -0.247 0.141
H 6.231 -1.528 1.729
H 6.743 0.147 1.930
H 8.217 -2.306 3.021
H 7.332 -1.101 3.966
H 8.827 -0.661 3.116
H 8.044 -3.383 -2.545
H 9.371 -2.519 -3.291
H 6.750 -1.145 -2.520
H 7.138 -1.727 -4.149
H 8.092 -0.437 -3.394
H 11.253 -2.218 -0.711
H 11.812 -2.027 0.926
H 10.182 0.087 -0.558
H 11.909 0.138 -0.203
H 10.715 0.196 1.111
*
```

Output
DFT total energy (eV): -77343.7743
HOMO (eV): -8.45
LUMO energy (hartree): -0.02510
SMILES: CC(C)=Nc1ccc([PH2]=N)c2c1C(=O)NC2=O.CCOP(=O)(OCC)OCC.CCOP(=O)(OCC)OCC
Energy relative to the best compared isomer or geometry (same formula, charge and spin) (kJ/mol): 313.8